119
Properties=species:S:1:pos:R:3:forces:R:3:mulliken_charge:R:1 method="wB97M-V/def2-TZVPD" gap_ev=7.402 largest_force_ev_per_a=2.7 e_lumo_ev=-4.4 molar_mass_g_mol=892.67 energy_ha=-3257.64868 charge=+1
I -0.572 4.510 0.541 -0.23 -0.74 -0.36 0.1131
F -5.939 1.337 0.323 0.02 0.61 0.03 -0.2762
F -6.591 2.752 -1.198 0.16 -0.09 0.72 -0.3210
F -6.533 3.362 0.904 0.61 -0.65 -0.30 -0.3590
O 0.202 -5.819 -5.106 0.09 -0.41 -0.33 -0.5966
O 8.558 -4.923 4.989 0.09 -0.08 0.02 -0.6020
O -2.671 10.389 -2.452 -0.16 0.04 0.17 -0.6254
O -6.269 -4.043 -1.615 0.08 0.21 -0.01 -0.6010
O -3.941 6.468 -0.085 -0.66 -0.56 0.31 -0.6550
O 1.489 2.632 2.768 -0.19 0.10 -0.15 -0.5658
O -2.449 7.535 -1.930 0.50 -0.20 -0.28 -0.5885
O 4.502 -6.401 5.005 -0.02 0.02 0.07 -0.6499
O -7.907 0.506 6.184 0.21 0.04 0.01 -0.6111
O -3.555 0.116 -0.294 0.10 0.02 -0.62 -0.3900
O 6.558 -4.392 -3.107 0.07 0.14 0.10 -0.6290
O -6.842 -1.405 2.951 0.12 0.16 -0.22 -0.6212
O -6.319 1.650 3.476 0.20 -0.13 -0.18 -0.6182
O 5.917 -3.409 4.647 -0.13 -0.23 0.37 -0.6288
O 5.959 2.377 0.076 0.10 0.08 0.21 -0.5568
O -3.133 -4.764 -0.437 -0.52 -0.25 0.03 -0.5285
O 6.706 -0.922 -0.365 0.50 0.43 0.14 -0.5166
O 7.570 -1.606 2.486 0.04 -0.10 -0.12 -0.6096
O 3.806 -3.721 6.976 0.20 -0.13 -0.07 -0.6441
O -2.115 6.966 2.040 0.16 0.23 0.15 -0.5184
O 0.705 -0.511 -1.615 -0.77 1.26 -0.27 0.6982
O -2.566 2.755 -2.792 0.01 -0.43 -0.06 -0.6656
O -8.581 5.006 -0.266 0.17 -0.01 0.03 -0.6486
N -2.289 0.656 -0.412 -1.44 0.74 0.69 0.6718
N 5.288 -0.867 -2.161 -0.73 -0.83 0.34 -0.2573
N -1.431 -0.145 -0.947 0.60 0.16 -0.31 -0.4877
C -0.858 -3.142 -0.344 0.48 0.01 -0.41 -1.5638
C 1.484 -3.463 -1.437 -0.73 0.76 0.90 -1.2705
C 3.833 -0.564 -2.056 -0.38 0.69 -0.67 0.4175
C -5.880 2.645 -0.052 0.26 0.30 -1.13 0.7701
C -0.868 2.520 -0.099 -0.67 -2.51 -0.53 0.0382
C -0.059 -3.381 -1.683 -0.54 -0.27 0.42 0.5559
C 0.115 1.673 -0.693 1.02 1.74 0.84 0.7060
C -2.184 1.901 0.050 1.45 1.86 0.46 0.3466
C -3.375 2.627 0.694 -0.34 -0.77 0.27 -0.9751
C 5.791 -1.449 -0.934 -0.12 -0.78 0.40 0.3487
C 5.222 -2.751 -0.318 -0.61 0.03 -0.06 -0.2361
C -0.187 -3.159 -4.193 -0.17 0.48 0.63 -1.4920
C 3.595 0.967 -1.786 0.60 -0.58 0.41 -0.9331
C 2.692 1.250 -0.514 0.66 0.33 -1.31 -0.7676
C 1.533 2.241 -0.902 -0.04 -0.19 0.46 -1.0733
C -0.204 0.318 -1.092 -0.10 0.52 0.55 -0.6956
C -0.493 -2.412 -2.834 0.84 -0.44 -0.70 0.5463
C 0.286 -1.062 -2.899 -0.28 -1.12 -1.18 -1.5049
C -4.453 3.169 -0.319 0.17 0.57 0.73 -0.4168
H -0.325 -2.467 0.361 -0.22 -0.32 -0.42 0.1723
H -0.896 -3.994 -4.344 0.37 0.72 0.06 0.4352
H -3.690 7.393 -0.001 0.10 -0.10 -0.08 0.3382
H -0.327 -0.321 -3.466 0.41 -0.25 0.58 0.3899
H -3.022 3.467 1.325 0.10 -0.62 -0.58 0.8315
H -2.618 2.091 -3.491 -0.04 0.21 -0.14 0.3387
H 6.541 -3.793 5.277 0.22 0.02 -0.25 0.3457
H -7.148 -4.094 -2.007 0.05 -0.13 0.07 0.3120
H -6.438 1.608 2.520 -0.21 0.11 0.07 0.3134
H 4.147 -2.913 -0.546 0.75 0.01 -0.05 -0.2602
H -4.155 3.042 -1.379 -0.38 -0.26 0.68 0.4048
H 0.630 2.620 3.205 0.12 -0.06 0.10 0.2829
H 6.514 1.677 0.442 -0.08 -0.10 -0.16 0.2838
H -4.077 -4.672 -0.622 -0.06 -0.11 -0.10 0.2575
H 7.394 -4.867 -3.030 -0.08 -0.04 -0.04 0.3275
H 6.809 -3.466 -3.018 0.09 -0.08 -0.08 0.2954
H 1.062 -5.951 -5.521 -0.03 -0.02 0.06 0.2926
H 2.096 -3.329 -2.350 -0.28 -0.41 0.47 0.3113
H -0.395 -6.364 -5.631 0.03 -0.01 0.08 0.2888
H -1.581 -2.201 -2.789 0.58 -0.20 0.21 0.2755
H -4.001 0.415 -1.114 -0.08 -0.31 0.35 0.3481
H -3.601 10.560 -2.636 0.10 0.09 -0.03 0.3057
H 1.566 2.574 -1.967 0.22 -0.43 0.57 0.3981
H 5.319 -2.729 0.789 0.10 0.15 -0.75 0.2209
H -3.835 1.899 1.403 0.23 0.42 -0.58 0.2598
H 8.554 -5.600 4.302 -0.11 0.05 0.04 0.3116
H 9.287 -5.176 5.565 -0.07 0.07 0.01 0.2948
H -1.862 -2.729 -0.561 0.66 -0.27 0.18 0.2756
H -6.462 -1.593 2.086 -0.05 -0.10 0.08 0.3039
H 4.822 -5.506 5.170 -0.05 -0.01 -0.19 0.3425
H 6.470 -3.153 3.899 0.03 0.20 -0.02 0.2515
H 0.819 -3.625 -4.127 -0.61 0.43 -0.15 0.1846
H 7.490 -1.664 1.524 -0.12 0.16 -0.01 0.3344
H 4.360 -3.465 6.227 -0.05 0.18 -0.09 0.3318
H 5.400 -1.540 -2.922 0.08 0.09 0.28 0.3956
H 1.209 -1.205 -3.504 -0.40 0.13 0.78 0.6331
H 2.286 0.309 -0.094 0.31 0.59 -0.19 0.2121
H 3.293 -1.180 -1.307 0.47 0.31 -0.32 -0.6378
H 5.797 -3.624 -0.694 -0.34 0.56 0.06 0.3573
H -1.774 7.854 2.202 0.05 -0.08 0.02 0.2741
H 1.699 -4.400 -0.886 0.12 0.42 -0.64 0.4354
H 3.384 1.706 0.227 -0.85 -0.19 -0.25 0.6453
H 8.363 -1.078 2.625 -0.05 -0.09 0.11 0.2791
H -0.376 -4.401 -2.007 0.11 0.78 -0.04 0.7093
H 1.825 3.521 2.934 0.08 -0.10 0.04 0.3020
H -4.506 4.272 -0.164 -0.17 -0.74 -0.24 0.1144
H 3.182 1.405 -2.717 0.01 -0.11 0.62 0.3326
H 4.426 -4.104 7.607 -0.11 0.03 0.03 0.3244
H -1.030 -4.117 0.140 0.27 0.66 -0.03 0.4370
H -7.377 0.754 5.418 -0.09 0.03 -0.05 0.2899
H -2.681 9.600 -1.894 0.06 -0.04 -0.26 0.3241
H -2.975 6.959 2.477 0.02 -0.08 -0.08 0.2943
H 3.626 -6.413 5.405 0.08 0.03 0.01 0.3214
H -5.508 2.157 3.590 -0.09 -0.03 0.19 0.2971
H 3.377 -0.810 -3.044 0.34 0.04 0.69 0.1868
H -3.088 7.033 -2.449 -0.10 0.08 0.14 0.3368
H 1.697 3.170 -0.313 -0.59 -0.67 -0.33 0.2490
H -6.020 -3.118 -1.714 -0.03 -0.06 -0.01 0.2869
H -3.102 5.998 -0.032 0.08 0.36 -0.02 0.1714
H -0.217 -2.459 -5.055 -0.03 -0.47 0.35 0.3846
H -8.151 5.816 0.030 -0.10 -0.02 -0.03 0.3027
H -6.678 -0.463 3.086 -0.01 -0.10 0.22 0.3416
H 4.608 1.440 -1.645 -1.07 -0.47 -0.06 0.5136
H -8.021 4.301 0.078 -0.32 0.25 -0.07 0.3885
H 6.377 3.191 0.380 -0.05 -0.03 -0.06 0.2727
H -1.814 2.475 -2.257 0.14 0.20 -0.21 0.3878
H 1.738 -2.638 -0.725 0.02 -0.54 -0.58 0.0593
H -3.084 -5.545 0.127 0.00 0.03 -0.05 0.2798
H -1.602 7.346 -2.352 -0.03 0.25 -0.05 0.2779
H -7.276 0.097 6.786 -0.11 -0.02 -0.01 0.3083